1.
Formula: C42H99BF6N10O21S2
Source: the OMol25 dataset
Level of theory: ωB97M-V/def2-TZVPD

```
181
C42H99BF6N10O21S2 (ωB97M-V/def2-TZVPD)
H -2.2703 -8.0759 4.6687
H -0.8934 -6.1057 7.7392
H 4.8650 0.1030 -6.2473
H -1.1259 -8.2619 3.3860
F 5.2523 1.4572 0.8120
H -1.4352 -4.3663 4.8694
H -8.4744 -4.9251 3.6201
H -1.7288 -6.3016 0.3594
C -2.6255 -0.0937 -4.9745
C 5.8653 2.3883 -4.8907
H -0.2931 4.7551 -0.9397
H -7.8601 -4.9628 -0.3892
C -0.0816 -1.9345 6.1195
C -6.8016 -4.4599 2.0263
H -4.6683 0.7243 -2.5896
H 0.5330 2.4336 2.8574
H -0.2142 -2.1258 7.1815
H 1.6108 -5.9120 -0.0625
N 3.4304 -2.2188 4.1421
H -1.0275 -2.0367 5.5754
N -0.4183 -0.9941 -5.3871
H 1.0933 -3.2386 3.5283
S 6.4215 5.9183 0.5102
H 6.6626 1.7009 -5.1868
H 1.3414 5.8816 -3.2831
C 1.0288 -3.6643 -2.7716
H 3.5457 -2.8660 3.3593
H -3.2264 -3.0401 -5.1910
H -0.6669 -7.9384 5.1022
H 2.1131 2.5743 3.5051
H -0.5236 -4.9778 2.6328
H 3.6374 3.3085 -4.7716
O 2.6553 6.4989 2.4442
H -9.3401 -4.4479 0.4079
F 3.8989 2.2624 -0.6477
H -2.7938 3.1525 -5.3881
O 1.1977 2.0914 -0.4788
H -2.0711 -7.4485 -0.9551
H 2.2456 -2.0061 1.5923
C 2.6670 7.7411 3.1095
H 1.0228 3.6390 -4.4190
H 1.6280 -0.3324 1.9072
H -0.7547 7.9418 -1.0905
H -3.6795 -0.3011 -5.2254
H -4.6313 3.5673 1.6447
N 2.1649 3.9987 1.3049
O -0.1191 0.3732 -0.0895
N -8.9285 -5.2685 2.7842
H 0.6893 -5.5295 7.8850
B -0.6844 -0.8085 -0.7118
H -2.4139 -5.9275 3.5234
C -3.7989 2.3702 -0.8467
H -4.0322 2.0224 -4.7634
H -5.0234 -3.0755 2.9787
O -5.0088 2.4900 -1.6048
C 1.0257 5.0165 -2.6968
C -4.6413 -4.0964 2.9008
C 0.7164 1.0416 -0.8159
H -0.2732 -4.6071 -0.6965
H -0.2613 -0.5733 -4.4719
C 1.4849 4.3910 2.5741
H 1.6870 8.0298 3.5025
N 3.5959 2.5125 -4.1411
C 0.3198 3.9670 -3.6551
O -2.4032 1.1085 -5.6853
H 0.4967 4.7773 2.3048
F 5.5893 1.1257 -1.3388
C -0.1724 7.4332 -0.3099
H 1.9848 -3.2830 -3.1336
H 0.6485 -6.6377 0.9986
H 2.6742 2.0995 -4.2233
H 6.6169 5.0205 -5.6825
H 2.3224 -0.5630 4.3860
C -0.1947 -5.3898 7.2686
H -5.8987 0.5683 -1.3426
H -0.3491 -0.1015 -5.8804
C 0.0455 5.5184 -1.6534
H 3.4944 7.7442 3.8245
C -1.8606 -1.3150 -5.4892
F 8.3924 6.0670 2.3250
H 3.0407 3.6121 1.6670
C -1.3269 -7.6676 4.2787
H 1.9124 5.7175 4.1797
H -0.1018 3.1229 -3.1135
H -6.3798 -4.2213 1.0418
S 6.2228 3.5964 -0.5092
C -2.2671 3.4950 0.7790
H 0.2758 -3.5973 -3.5573
C 6.6249 4.1136 -6.2896
C -1.3087 -7.1118 -0.2438
H 3.9474 1.4836 -6.7632
H -2.0716 -2.7660 -3.9004
C -5.4740 1.2642 -2.0781
H 0.4980 -5.4710 3.7143
C -2.4356 -1.7732 0.2766
H -1.2066 -7.9493 0.4470
H 6.5382 4.4359 -7.3309
C -8.5958 -5.2382 0.3727
H -3.3250 4.4026 -0.8853
H 1.7178 3.1286 1.0033
O -1.1167 -3.4942 1.4351
C 2.4184 5.3844 3.2618
H -1.5841 -3.4382 -5.4786
H -9.5160 -6.0519 3.0312
C 0.6613 0.3462 -2.2430
H 3.1986 0.3360 -5.6423
N 5.3434 4.6499 0.2432
H 3.0192 -2.7938 4.8762
C 2.2254 -1.4449 3.7436
C 2.2650 -1.1453 2.2630
H 0.7222 3.3284 4.3733
H 2.9078 8.4537 2.3188
H 4.7890 0.8635 -3.8273
C -1.3518 -5.4002 5.2246
H -2.4234 0.0046 -3.9021
O 6.3780 3.9336 -1.9090
C -1.4399 -6.2071 3.9213
H -8.9674 -6.1949 0.0033
H -1.0915 -5.2279 -2.1608
H 3.3682 4.9103 3.5348
O 1.2292 0.7458 -3.2216
H 6.1086 3.0442 -4.0555
H -3.8951 1.5168 -0.1615
H 0.3037 -7.3504 -1.7267
N 2.0965 4.3494 -1.9846
C -0.1695 -5.2544 -1.5712
H -2.4007 2.5678 1.3486
C 4.5905 1.5694 -4.6382
O 1.0570 -4.9748 -2.2162
C -7.9145 -5.4645 1.7503
O -2.1656 -0.9017 -0.6535
H -4.1112 -4.2248 1.9581
O -0.1052 -0.7613 -2.1180
H 3.2269 -0.6719 2.0244
O 5.5339 3.2405 -6.0250
H 0.8411 -2.9464 -1.9729
N 1.0074 -6.7238 0.0513
O 7.5113 6.1373 -0.3897
H 2.6361 3.7850 -2.6376
H 1.7291 3.5574 -1.4561
O 5.5480 7.0496 0.6880
H -0.0577 -0.8348 6.0702
H -7.3806 -6.4215 1.7518
H -0.8605 6.9540 0.4122
H -5.4585 3.9802 0.3043
H 7.5376 3.5198 -6.2054
H -4.0175 -4.3407 3.7565
C 4.1320 0.8394 -5.9049
F 7.1282 4.3795 2.5343
C 1.1762 3.1321 3.3977
O -5.8268 -4.9043 2.9423
H -6.3084 1.4558 -2.7559
C -0.0468 -6.6541 -0.9540
H -2.1852 4.2853 1.5207
H -2.0688 -1.3195 -6.5669
H -7.2125 -3.4822 2.3107
H -2.1739 -5.6584 5.9008
C 5.1763 1.9860 -0.4229
O -0.1176 -5.5981 5.8932
H -0.4809 4.4451 -4.2356
H -1.3609 3.3324 0.1971
C -1.1603 -2.5747 0.6810
F 6.4313 6.4168 3.1404
O 0.9907 -2.6110 5.4908
N -4.5725 4.1026 0.7876
C -3.5241 3.6506 -0.1165
C 7.1060 5.6801 2.2667
O 7.4900 3.2388 0.1394
O -3.5432 -2.1098 0.6185
N -0.2592 -5.8234 3.1374
C 0.9741 -2.3102 4.0965
H 0.0398 -1.8868 3.7186
H 0.4245 8.1249 0.2888
H -3.0055 2.0400 -1.5294
O 0.6713 6.4620 -0.8098
H -0.7501 -4.4748 7.5045
C -2.2105 -2.6969 -4.9822
O -0.1744 -2.0077 -0.0168
H -0.8637 5.9135 -2.1297
H -2.4364 2.3122 -3.9862
C -2.9659 2.1768 -4.9344
```

Properties
- Relative energy (zero: lowest compared OMol25 entry of this formula, charge and spin): 64.82 kJ/mol
- Total charge: -2
- HOMO level: -3.85 eV

2.
Formula: C42H99ClNO13S
Source: the OMol25 dataset
Level of theory: ωB97M-V/def2-TZVPD

```
157
C42H99ClNO13S (ωB97M-V/def2-TZVPD)
S 2.5846 -3.3556 2.1394
C 6.7165 -4.4294 -1.3568
H -11.5142 -3.1948 3.1659
H 1.7777 -2.2941 -5.7933
H 5.4459 -1.4505 -6.0347
H 4.0628 -1.6664 -4.0403
H -11.3840 -4.8681 4.9477
C -6.1537 3.7692 -1.7823
H 7.2027 -5.4023 -1.4324
O -5.7695 3.0614 0.5003
H -0.2228 -0.4608 0.5123
H 8.3126 0.5377 -1.8930
C -7.2853 -5.6364 -2.4494
C -11.5913 -2.1633 5.5358
H -6.5881 1.0906 -1.1545
C 8.6461 0.5563 -0.8544
O 3.0280 -4.2161 3.1817
H -9.6468 -4.8930 4.6649
C 0.1639 -1.8417 -1.5413
O -2.5681 0.0589 -0.0242
O 6.2686 6.2822 1.4526
C 4.8190 1.5572 -0.5560
H -5.7136 -2.9184 4.3308
H 3.2222 -0.4794 -0.9522
H -2.4265 0.9279 1.8974
H -8.2783 -5.8675 -2.0647
H 0.7319 -4.5711 -0.8628
H 5.2129 0.2876 -5.8937
C 2.7651 -2.1372 -6.2319
H 2.1069 -5.3573 0.8887
H 3.3793 -3.0044 -5.9753
H 5.5384 5.9305 1.9728
H -6.0144 4.8119 -1.4971
C 4.7736 -0.6275 -6.2908
C 0.8567 1.3308 0.1516
C 3.6313 1.4946 -1.5336
C -0.1581 0.2874 -0.2730
H -10.2718 -4.4880 6.2728
H 5.7286 -4.4981 -1.8156
C 4.6821 2.6185 0.5682
H -5.8382 3.6494 -2.8195
C 7.4804 5.9331 2.1308
C 2.1830 -4.2964 0.6665
H -4.3098 3.1215 -0.8936
H 7.6011 3.9768 1.2074
C -5.3692 2.8558 -0.8535
H -6.6341 -6.4799 -2.2033
H 8.7887 2.6872 -0.6914
C -2.9826 0.1725 1.3405
C -10.4879 -2.9080 4.7999
H 0.1224 -3.5862 0.4979
H -6.3017 -0.7929 3.2734
H -7.7742 -2.3075 1.2345
C -6.7563 -4.3566 -1.8214
H -4.6605 -4.8089 -2.0918
H -6.7722 7.7701 1.5719
H 11.3503 1.1125 -1.2500
H -0.7370 -2.0645 -0.9671
H 10.4076 1.9736 -2.4784
H 6.7546 -1.8634 -1.0205
H 7.7687 0.5045 -0.2050
H 7.6393 -3.5636 -3.0932
H 10.3811 1.0961 1.0141
C -10.4422 -4.3745 5.2014
C -4.7476 5.8778 1.4174
H -7.3682 -3.9060 1.8588
H -5.5924 8.0974 2.8523
C -7.3076 -2.8414 2.0607
C 1.5702 0.1724 -2.1275
H -6.7028 2.8324 0.5712
H -9.5256 -2.4408 5.0175
H -3.7397 7.7626 1.1873
H 0.6158 1.6848 1.1510
O -5.8147 -0.9801 2.4640
H 3.0678 -4.1642 0.0458
H -7.4397 -3.5347 -2.0370
H -2.8315 -0.7813 1.8473
H 9.4687 -4.1747 -1.4861
H 9.5042 -2.4535 -1.8986
H -5.3717 -3.8823 -3.4251
H -4.5425 5.7639 2.4834
H 3.1588 2.4719 -1.6528
C 4.9063 1.3813 2.9036
H 4.8769 0.5851 -0.0681
C -1.5460 0.9389 -0.3960
C -5.8701 -2.3938 2.2392
N 0.2569 -0.3460 -1.5795
C 7.6155 4.4224 2.2034
H -5.7430 9.1944 1.4699
H -7.8955 -2.6235 2.9576
H -12.5672 -2.5914 5.2924
H -4.1623 -2.7936 3.5089
C -5.7670 8.1488 1.7769
H 8.8456 -2.9682 -0.3483
H -4.0423 0.4060 1.4004
O -6.7288 -4.4785 -0.3990
H 5.0566 0.7710 3.7634
O -10.6694 -2.7902 3.3888
O 3.4641 -2.3037 1.7201
H 6.6611 6.1932 4.1125
C 10.6711 1.9524 -1.4200
H 3.6604 2.9963 0.5734
H 2.1411 -2.6673 -1.5778
O 2.1250 0.7259 0.2185
H 5.4026 3.4266 0.4698
H 1.9632 -0.5664 -2.8204
H -5.1978 -4.2049 3.2289
O -4.9612 7.4634 -0.3965
H -4.9707 0.7615 -0.5517
H -1.7424 1.2679 -1.4245
C 4.8643 1.9535 1.8583
H 6.7799 3.9875 2.7602
H -1.5362 1.8499 0.2070
Cl 0.8308 -2.4347 2.6699
C -5.5406 1.3926 -1.2308
C 1.3551 -2.4843 -0.8453
H 9.2419 -0.3398 -0.6688
H -0.4593 -0.0472 -2.2387
H 4.7246 -0.5471 -7.3764
H -4.0005 5.3144 0.8569
C 9.4356 1.8204 -0.5438
C -4.7308 7.3431 1.0090
H 11.2143 2.8658 -1.1781
H -6.1317 -5.2023 -0.1788
H 6.5726 -4.1968 -0.2977
C -5.1958 -3.1260 3.3908
H -5.2022 1.2044 -2.2520
C 3.3963 -0.8625 -5.6960
H 7.3962 7.6462 3.4427
H -7.2225 3.5482 -1.7190
H 1.7160 -1.8025 -0.0756
H -5.3166 -2.5747 1.3156
H -0.0169 -2.2172 -2.5460
H 0.8440 2.2005 -0.5174
H -5.7150 5.4268 1.2031
C 8.9238 -3.2336 -1.4064
H -11.4528 -2.2146 6.6165
H 5.7552 1.6635 -1.0997
H 8.2934 6.3459 1.5326
C 7.5421 -3.3430 -2.0297
H 1.3279 1.0511 -2.7228
C 2.6443 0.4369 -1.0721
H 8.5457 4.1313 2.6912
H 2.7507 -0.0119 -5.9191
C -5.3681 -4.0127 -2.3420
H -5.0051 -3.0925 -1.8804
O 9.7954 1.8391 0.8360
O 3.4878 -0.9241 -4.2624
H -7.3437 -5.5517 -3.5352
C 0.9768 -3.7951 -0.1398
H 2.6596 -2.0997 -7.3156
H 8.4256 6.3350 4.0415
H 4.0134 1.1883 -2.5097
H -11.6106 -1.1152 5.2366
C 7.4986 6.5632 3.5143
H -5.8370 7.1065 -0.5773
O 6.8566 -2.0893 -1.9517
```

Properties
- Total charge: +1
- HOMO level: -11.39 eV